{
  "formula": "C51H60O9P2SiZn",
  "method": "the ωB97M-V functional and the def2-TZVPD basis",
  "total_energy_ha": -5408.5413,
  "multiplicity": 1,
  "e_homo_ev": -8.645,
  "e_lumo_ev": 0.119,
  "e_above_lowest_kcal_mol": 0.4,
  "species": ["Zn", "O", "C", "C", "O", "O", "C", "C", "C", "C", "C", "C", "C", "C", "C", "C", "C", "C", "H", "H", "H", "H", "H", "H", "H", "H", "H", "H", "H", "O", "P", "C", "P", "O", "C", "C", "C", "C", "C", "C", "C", "C", "C", "C", "C", "C", "C", "C", "C", "C", "C", "C", "C", "C", "C", "C", "C", "C", "H", "H", "H", "H", "H", "H", "H", "H", "H", "H", "H", "H", "H", "H", "H", "H", "H", "H", "H", "H", "H", "H", "C", "C", "C", "C", "O", "Si", "O", "O", "C", "C", "C", "C", "O", "C", "C", "C", "C", "H", "H", "H", "H", "H", "H", "H", "H", "H", "H", "H", "H", "H", "H", "H", "H", "H", "H", "H", "H", "H", "H", "H", "H", "H", "H", "H"],
  "positions_angstrom": [[0.34856, 0.69979, -0.69616], [2.56479, 0.93426, -0.61606], [2.97709, 2.22437, -0.18067], [1.79453, 3.17531, -0.57328], [1.94055, 4.37969, -0.41085], [0.72266, 2.60220, -0.98147], [3.16814, 2.22926, 1.34809], [3.16295, 3.41135, 2.08928], [3.35817, 3.38859, 3.46360], [3.55028, 2.18902, 4.13097], [3.54668, 1.00760, 3.40567], [3.35951, 1.03167, 2.03066], [4.25655, 2.61185, -0.92699], [4.75052, 1.78004, -1.92558], [5.91798, 2.10253, -2.60782], [6.60100, 3.26810, -2.30936], [6.10282, 4.11384, -1.32699], [4.94361, 3.79109, -0.64202], [3.22001, 0.25574, -0.41723], [2.96481, 4.34754, 1.58840], [3.34470, 4.31984, 4.01719], [3.69460, 2.17350, 5.20458], [3.68781, 0.05821, 3.90924], [3.34398, 0.08345, 1.50725], [4.21778, 0.87951, -2.20212], [6.28446, 1.43693, -3.37897], [7.50920, 3.52235, -2.84105], [6.61947, 5.03608, -1.09226], [4.56156, 4.46882, 0.10384], [-1.76615, 1.07512, -0.74955], [-2.76569, 1.34070, 0.33092], [-2.53630, 0.25392, 1.76328], [-0.84343, 0.35086, 2.42764], [0.17467, 0.66821, 1.38006], [-0.87464, 1.62852, 3.68401], [-0.23373, 2.82390, 3.37421], [-0.28244, 3.88214, 4.27074], [-0.96034, 3.74466, 5.47169], [-1.59387, 2.54694, 5.78622], [-1.55404, 1.48987, 4.89328], [-0.55732, -1.26862, 3.14250], [0.63284, -1.90508, 2.80129], [0.88588, -3.18768, 3.26687], [-0.04406, -3.83176, 4.06895], [-1.23798, -3.20249, 4.40168], [-1.49789, -1.92480, 3.93478], [-2.67273, 3.01561, 0.96670], [-1.69432, 3.86187, 0.45381], [-1.55225, 5.14016, 0.98151], [-2.38192, 5.56478, 2.00691], [-3.36607, 4.72057, 2.51421], [-3.51407, 3.44774, 1.99349], [-4.44651, 1.06008, -0.23458], [-5.33555, 0.17869, 0.36932], [-6.60739, 0.00327, -0.15970], [-6.98921, 0.70629, -1.29157], [-6.10339, 1.58787, -1.89988], [-4.83588, 1.76601, -1.37403], [-2.71102, -0.76742, 1.42449], [-3.25227, 0.50059, 2.55253], [0.29880, 2.92068, 2.43634], [0.21323, 4.81267, 4.02284], [-0.99661, 4.57172, 6.17046], [-2.11593, 2.43839, 6.72862], [-2.04460, 0.55698, 5.15080], [1.33387, -1.40178, 2.14737], [1.80366, -3.68861, 2.98670], [0.15127, -4.83609, 4.42396], [-1.96925, -3.71151, 5.01585], [-2.44371, -1.45178, 4.17892], [-1.02344, 3.51727, -0.32463], [-0.77689, 5.78766, 0.59092], [-2.26586, 6.55996, 2.41901], [-4.01260, 5.05688, 3.31514], [-4.28722, 2.79288, 2.38534], [-5.04606, -0.38527, 1.24841], [-7.29562, -0.68751, 0.31017], [-7.98012, 0.56678, -1.70464], [-6.39987, 2.13196, -2.78695], [-4.13856, 2.44556, -1.85200], [-2.02558, -4.72143, -1.70939], [-1.19505, -4.06019, -0.61518], [-0.95318, -5.03212, 0.53409], [-1.89043, -2.81124, -0.08805], [0.09198, -3.73531, -1.12426], [0.57155, -2.43819, -2.02834], [0.47882, -1.06469, -1.26187], [2.15171, -2.73623, -2.37141], [2.78480, -3.75758, -3.14835], [4.21539, -3.83852, -2.63300], [2.09007, -5.10581, -2.98120], [2.77818, -3.34435, -4.61560], [-0.34355, -2.49991, -3.39936], [-0.86730, -1.45199, -4.22112], [-2.11075, -0.88610, -3.54309], [0.16452, -0.34977, -4.44474], [-1.23796, -2.10145, -5.54776], [-3.01988, -4.97878, -1.33464], [-1.53415, -5.63630, -2.04805], [-2.12701, -4.04976, -2.56254], [-1.89911, -5.37390, 0.96279], [-0.36547, -4.54611, 1.31725], [-0.39771, -5.90009, 0.17408], [-2.81330, -3.08516, 0.43433], [-2.13481, -2.11307, -0.89335], [-1.21030, -2.30385, 0.59889], [4.21654, -4.12915, -1.58074], [4.69790, -2.86328, -2.72363], [4.79462, -4.57012, -3.20018], [2.04289, -5.38117, -1.92738], [2.63707, -5.87748, -3.52846], [1.06925, -5.06519, -3.36716], [3.26011, -2.37148, -4.73506], [1.75276, -3.27661, -4.98024], [3.31581, -4.07633, -5.22313], [-1.85859, -0.47466, -2.56249], [-2.85795, -1.67310, -3.41339], [-2.55048, -0.08943, -4.14823], [0.41988, 0.14148, -3.50663], [-0.22876, 0.40318, -5.13123], [1.07782, -0.76487, -4.87428], [-1.92400, -2.93246, -5.37495], [-0.34744, -2.48792, -6.04701], [-1.72103, -1.37932, -6.21017]],
  "forces_ev_per_a": [[0.0, 0.0, 0.1], [-0.1, -0.1, 0.1], [0.1, -0.1, 0.0], [-0.2, 0.1, 0.3], [0.0, -0.2, -0.1], [0.2, 0.0, -0.1], [0.0, 0.1, -0.1], [0.0, 0.0, 0.0], [0.0, 0.0, 0.0], [0.0, 0.0, 0.0], [0.0, 0.0, 0.0], [0.0, -0.1, 0.0], [0.0, 0.1, 0.0], [0.0, 0.0, -0.1], [0.0, 0.0, 0.0], [0.0, 0.0, 0.0], [0.0, 0.0, 0.0], [0.0, -0.1, 0.0], [0.0, 0.0, -0.1], [0.0, 0.0, 0.0], [0.0, 0.0, 0.0], [0.0, 0.0, 0.0], [0.0, 0.0, 0.0], [0.0, 0.0, 0.0], [0.0, 0.0, 0.0], [0.0, 0.0, 0.0], [0.0, 0.0, 0.0], [0.0, 0.0, 0.0], [0.0, 0.0, 0.1], [0.0, 0.0, 0.0], [0.1, 0.1, 0.0], [0.0, 0.0, 0.1], [0.0, 0.0, -0.1], [0.0, 0.0, 0.0], [0.0, 0.1, 0.0], [0.0, 0.0, 0.0], [0.0, 0.0, 0.0], [0.0, 0.0, 0.0], [0.0, 0.0, 0.0], [0.0, -0.1, 0.0], [0.0, 0.0, 0.0], [0.0, 0.0, 0.0], [0.0, 0.0, 0.0], [0.0, 0.0, 0.0], [0.0, 0.0, 0.0], [0.0, 0.0, 0.0], [0.0, 0.0, 0.0], [0.0, 0.0, 0.0], [0.0, 0.0, 0.0], [0.0, 0.0, 0.0], [0.0, 0.0, 0.0], [0.0, 0.0, 0.0], [0.0, 0.0, -0.1], [0.0, 0.0, 0.0], [0.0, 0.0, 0.0], [0.0, 0.0, 0.0], [0.0, 0.0, 0.0], [0.0, 0.0, 0.0], [0.0, -0.1, 0.0], [0.0, 0.0, 0.0], [0.0, 0.0, 0.0], [0.0, 0.0, 0.0], [0.0, 0.0, 0.0], [0.0, 0.0, 0.0], [0.0, 0.0, 0.0], [0.0, 0.0, 0.0], [0.0, 0.0, 0.0], [0.0, 0.0, 0.0], [0.0, 0.0, 0.0], [0.0, 0.0, 0.0], [0.0, 0.0, 0.0], [0.0, 0.0, 0.0], [0.0, 0.0, 0.0], [0.0, 0.0, 0.0], [0.0, 0.0, 0.0], [0.0, 0.0, 0.0], [0.0, 0.0, 0.0], [0.0, 0.0, 0.0], [0.0, 0.0, 0.0], [0.0, 0.0, 0.0], [0.0, 0.0, 0.0], [0.0, 0.0, 0.0], [0.0, 0.0, 0.0], [-0.1, 0.1, 0.0], [0.1, 0.0, 0.0], [0.1, 0.0, 0.0], [-0.1, 0.1, 0.1], [0.0, -0.1, -0.1], [0.0, 0.0, 0.0], [0.0, 0.0, 0.0], [0.0, 0.0, 0.0], [0.0, 0.0, 0.0], [0.0, 0.0, -0.1], [0.0, 0.0, 0.1], [0.0, 0.1, 0.1], [0.0, 0.0, 0.0], [0.0, 0.0, 0.0], [0.0, 0.0, 0.0], [0.0, 0.0, 0.0], [0.0, 0.0, 0.0], [0.0, 0.0, 0.0], [-0.1, 0.0, -0.1], [0.0, 0.0, 0.0], [0.0, 0.0, 0.0], [0.0, -0.1, 0.0], [-0.1, 0.0, 0.0], [0.0, 0.0, 0.0], [0.0, 0.0, 0.0], [0.0, 0.0, 0.0], [0.0, 0.0, 0.0], [0.0, 0.0, 0.0], [0.0, 0.0, 0.0], [0.0, 0.0, 0.0], [0.0, 0.0, 0.0], [0.0, 0.0, 0.0], [0.0, 0.0, -0.1], [0.0, 0.0, 0.0], [0.0, 0.0, 0.0], [0.0, 0.0, 0.0], [0.0, 0.0, 0.0], [0.0, 0.0, 0.0], [0.0, 0.0, 0.0], [0.0, 0.0, 0.0], [0.0, 0.0, 0.0]],
  "lowdin_charge": [0.670, -0.058, -0.289, -0.533, 0.057, -0.074, -0.115, -0.036, -0.082, -0.091, -0.076, -0.029, -0.112, -0.017, -0.080, -0.095, -0.074, -0.016, 0.109, 0.104, 0.104, 0.101, 0.103, 0.108, 0.114, 0.102, 0.099, 0.102, 0.103, -0.321, 0.757, -0.281, 0.780, -0.317, -0.260, -0.063, -0.066, -0.070, -0.075, -0.074, -0.274, -0.056, -0.072, -0.077, -0.070, -0.086, -0.277, -0.049, -0.053, -0.078, -0.079, -0.080, -0.266, -0.075, -0.075, -0.073, -0.067, -0.061, 0.055, 0.078, 0.104, 0.114, 0.107, 0.105, 0.095, 0.104, 0.115, 0.110, 0.107, 0.100, 0.088, 0.114, 0.107, 0.106, 0.110, 0.097, 0.106, 0.107, 0.108, 0.120, -0.019, -0.638, -0.020, -0.033, -0.097, 0.025, -0.253, -0.092, -0.645, -0.036, -0.034, -0.029, -0.105, -0.638, -0.029, -0.016, -0.029, 0.087, 0.090, 0.071, 0.088, 0.062, 0.088, 0.094, 0.076, 0.067, 0.086, 0.082, 0.084, 0.086, 0.088, 0.082, 0.088, 0.069, 0.087, 0.047, 0.086, 0.090, 0.066, 0.092, 0.083, 0.085, 0.078, 0.087]
}